# 1
{"formula": "C2H5NO4", "method": "wB97M-V/def2-TZVPD", "relative_energy_kcal_mol": 21.20, "gap_ev": 11.73, "smiles": "O=CNC(=O)O.O", "lumo_ev": 0.490, "symbols": ["O", "O", "O", "O", "N", "C", "C", "H", "H", "H", "H", "H"], "coordinates": [[0.907367, 1.469925, 0.618959], [0.911885, -0.597210, -0.904070], [-0.042569, -2.375780, 0.064443], [-1.260578, 1.664595, -1.502156], [-0.340667, -0.354515, 1.005512], [-0.051574, 0.984188, 1.145805], [0.180011, -1.208661, 0.025527], [-0.624167, 0.943855, -1.698585], [1.239909, 0.244727, -0.516224], [-0.890319, -0.879659, 1.669013], [-0.772832, 1.492564, 1.782968], [-2.054619, 1.252438, -1.885130]], "forces_ev_per_a": [[0.7, 1.1, -0.4], [0.1, -0.3, -0.2], [-0.3, -0.6, -0.3], [0.0, -1.4, -0.5], [-0.2, -0.2, 0.1], [-0.6, -1.3, 0.5], [0.6, 0.4, 0.2], [0.0, 0.7, 0.2], [0.0, 0.2, -0.1], [-0.3, 0.4, 0.1], [0.1, 0.4, 0.2], [0.0, 0.6, 0.2]]}

=====

# 2
{"formula": "C2Cl2F2O", "method": "wB97M-V/def2-TZVPD", "relative_energy_kcal_mol": 77.41, "gap_ev": [8.62, 8.20], "lumo_ev": [-0.816, -1.378], "symbols": ["Cl", "Cl", "F", "F", "O", "C", "C"], "coordinates": [[-2.068958, 1.266549, 1.162773], [0.362347, 0.510747, -2.548225], [2.135162, 0.451553, -0.720162], [0.864929, -1.324621, -0.759523], [-0.620410, -0.645286, 2.247635], [-1.593675, -0.308533, 1.666942], [0.920606, 0.049591, -1.049440]], "forces_ev_per_a": [[-0.2, 0.7, -0.2], [-0.3, 0.1, -0.9], [-0.2, 0.2, -0.2], [-0.2, 2.3, -0.8], [-1.7, 0.6, -1.0], [1.9, -1.3, 1.2], [0.7, -2.6, 1.9]]}

=====

# 3
{"formula": "C8H16BF4NO4Ti", "method": "wB97M-V/def2-TZVPD", "charge": -1, "gap_ev": [3.05, 6.29], "spin_multiplicity": 4, "lumo_ev": [2.578, 2.465], "symbols": ["Ti", "F", "F", "F", "F", "O", "O", "O", "O", "N", "C", "C", "C", "C", "C", "C", "C", "C", "B", "H", "H", "H", "H", "H", "H", "H", "H", "H", "H", "H", "H", "H", "H", "H", "H"], "coordinates": [[0.683680, -0.949252, 0.941745], [2.808805, -3.099514, 3.471231], [2.784445, -1.834621, 1.683707], [0.916449, -2.696198, 2.361834], [1.926105, -0.928270, 3.366182], [1.307753, -0.701361, -1.264169], [1.105146, 0.222548, -3.310992], [0.314612, 1.032034, 2.125653], [2.382962, -1.573626, -3.091467], [-1.792820, -1.564259, 0.529655], [0.396037, 3.289905, 1.342153], [-1.809640, 2.226187, 1.824219], [1.584415, -0.758117, -2.467963], [-0.368571, 1.992063, 1.368544], [-0.050106, 1.040288, -2.999018], [-2.831477, -1.287885, 0.223523], [2.992266, -2.777931, -2.485462], [-4.192666, -0.972542, -0.228729], [2.145089, -2.154621, 2.789945], [-4.864544, -0.750789, 0.600426], [0.154417, 1.402066, -1.991351], [-4.722743, -1.694883, -0.849489], [-0.258221, 4.039676, 0.897319], [-4.030807, -0.054926, -0.794308], [3.573474, -2.339357, -1.674318], [3.722865, -3.169494, -3.193275], [-0.998393, 0.514799, -2.886340], [2.300499, -3.485915, -2.029038], [-0.439487, 1.552485, 0.373635], [-1.812850, 2.658498, 2.824822], [1.302244, 3.068182, 0.778486], [-2.371142, 2.981584, 1.274494], [-0.132452, 1.919122, -3.638535], [-2.376647, 1.297541, 1.759142], [0.651301, 3.556582, 2.367741]], "forces_ev_per_a": [[-0.8, 0.9, -0.3], [0.9, -1.0, 1.6], [2.7, 0.6, -4.7], [-1.6, -0.5, 0.0], [-0.5, 0.3, 1.7], [0.5, -0.9, -0.6], [0.2, -0.9, -1.6], [-0.7, -0.4, -0.8], [0.6, -1.6, -1.6], [4.9, -0.3, 1.3], [-0.1, -0.3, -0.2], [-0.2, 0.2, 0.3], [-2.3, 2.3, 2.5], [0.3, -1.5, 0.9], [1.0, -0.2, 2.3], [-4.8, 0.1, -1.2], [0.4, 2.3, 1.2], [0.3, 0.8, 0.1], [-1.1, 0.1, 1.8], [0.3, 0.1, 0.2], [-0.2, 0.3, 0.1], [0.6, -0.3, -0.1], [0.4, 0.5, -0.3], [-0.5, 0.1, -0.2], [0.1, -0.4, 0.3], [-0.7, 0.0, -0.2], [0.1, -0.5, -0.6], [-0.3, 0.1, -0.6], [-0.2, 0.4, -1.0], [0.0, -0.5, 0.5], [0.1, 0.6, 0.0], [0.1, 0.1, -0.7], [0.4, -0.6, -0.4], [0.0, -0.1, 0.4], [0.0, 0.1, 0.0]]}

=====

Calculated E_tot in order - -434.96032; -1271.43428; -1944.07287 hartree